No. 1
The ion C12H18NO with charge +1. Source: the OMol25 dataset; level of theory: ωB97M-V/def2-TZVPD.

## Properties
Structure (SMILES)   C/C=[NH+]/[C@@H](c1ccccc1)C(C)(C)O
Energy relative to the best compared isomer or geometry (same formula, charge and spin)   39.2 kcal per mole
HOMO-LUMO gap   8.54 eV
Total charge   +1
Highest occupied orbital energy   -0.4605 Ha

Each line ends with the Löwdin charge.
Cartesian coordinates (Å):
H  0.84  2.21  -2.13  0.145
H  0.64  0.04  -2.71  0.053
C  2.72  1.59  1.34  -0.040
H  0.28  -2.87  -0.98  0.073
C  -2.70  -0.16  2.73  -0.034
H  -3.40  -0.92  2.13  0.153
C  0.17  -2.02  -0.33  -0.008
H  -0.48  -2.35  0.62  0.131
O  -1.91  -1.32  -1.33  -0.034
H  -1.03  1.23  -1.05  0.141
C  1.55  0.92  0.96  -0.075
C  0.90  1.05  -0.25  -0.205
H  3.27  1.43  2.29  0.121
C  0.08  -0.88  -2.62  0.011
C  2.75  2.44  -0.90  -0.070
H  1.19  -1.71  0.09  0.109
H  -0.79  0.96  2.50  0.157
C  -0.52  -0.92  -1.18  -0.508
C  -0.53  0.49  -0.52  -0.119
H  -1.93  -1.93  -2.03  0.082
H  4.42  2.76  0.46  0.157
H  -2.27  -0.79  3.61  0.149
H  0.77  -1.71  -2.70  0.081
C  -1.60  0.39  1.96  -0.055
H  1.17  0.27  1.76  0.103
C  1.43  1.88  -1.21  -0.014
C  3.33  2.33  0.30  -0.105
H  3.22  2.93  -1.75  0.109
N  -1.44  0.19  0.65  0.129
H  -3.21  0.66  3.08  0.059
H  -0.60  -0.88  -3.56  0.137
H  -2.12  -0.60  0.28  0.170

No. 2
The ion C12H18NS with charge +1. Source: the OMol25 dataset; level of theory: ωB97M-V/def2-TZVPD.

## Properties
Energy relative to the best compared isomer or geometry (same formula, charge and spin)   68.7 kcal per mole
HOMO-LUMO gap   8.27 eV
Total charge   +1
Highest occupied orbital energy   -0.4455 Ha

Each line ends with the Löwdin charge.
Cartesian coordinates (Å):
H  -2.20  -2.96  -1.05  -0.009
H  2.70  1.31  2.08  0.105
C  -1.42  -0.02  1.76  -0.019
C  0.97  0.53  1.47  -0.360
S  -0.51  -1.94  -2.09  1.038
H  -2.45  0.37  1.69  0.130
H  2.18  0.43  -1.65  0.078
H  0.13  3.33  -1.81  0.104
H  1.51  2.63  1.26  0.126
H  -0.64  1.69  1.39  0.116
H  -0.71  -3.95  -0.56  0.109
H  2.29  -1.06  1.68  0.133
C  1.75  1.57  1.59  0.108
H  -1.27  -1.23  0.14  0.132
C  1.62  1.35  -1.61  -0.045
H  -1.23  2.48  -0.88  0.058
C  1.24  -0.79  1.76  -0.022
H  -0.03  0.39  -2.48  0.096
C  -1.01  -1.08  2.48  -0.080
H  -1.10  2.55  -2.67  0.061
H  1.94  1.96  -2.50  0.115
H  1.97  1.90  -0.70  0.062
C  -0.64  -0.96  -0.80  -0.485
C  0.29  -1.57  2.36  -0.035
C  0.12  1.08  -1.64  -0.379
C  -0.62  2.50  -1.74  0.026
N  -0.33  0.26  -0.60  -0.040
H  -1.63  -1.61  3.10  0.097
C  -0.39  0.83  0.93  -0.104
H  0.42  -2.51  2.79  0.102
C  -1.36  -3.43  -1.40  -0.281
H  -1.57  -4.06  -2.29  0.063

No. 3
A cluster of 4 separate species, C12H18O12 in total. Source: the OMol25 dataset; level of theory: ωB97M-V/def2-TZVPD.

## Properties
Structure (SMILES)   COC(=O)OC.O=C1OCCO1.O=C1OCCO1.O=C1OCCO1
Energy relative to the best compared isomer or geometry (same formula, charge and spin)   65.0 kcal per mole
HOMO-LUMO gap   10.95 eV
Highest occupied orbital energy   -0.3918 Ha

Each line ends with the Löwdin charge.
Cartesian coordinates (Å):
O  -20.78  -9.82  6.74  0.146
C  -14.18  -11.42  1.66  -0.591
C  -12.69  -14.56  9.16  -0.430
O  -14.51  -11.17  0.41  0.101
H  -10.72  -12.48  9.81  0.133
O  -15.14  -12.07  2.29  0.082
H  -6.00  -21.48  10.67  0.100
C  -5.97  -19.74  8.69  -0.585
H  -19.79  -12.24  9.45  0.144
C  -19.39  -12.34  8.44  -0.153
C  -4.95  -18.61  6.68  -0.042
H  -7.69  -20.95  10.81  0.099
H  -17.81  -11.24  9.20  0.146
H  -17.21  -11.93  1.79  0.127
H  -4.21  -18.18  7.36  0.094
C  -15.77  -11.61  0.17  -0.153
H  -17.55  -11.85  7.51  0.145
C  -11.31  -12.83  8.97  -0.186
H  -19.22  -13.40  8.26  0.147
C  -6.96  -21.41  10.15  -0.035
O  -20.31  -11.84  7.55  0.121
H  -10.16  -13.92  7.63  0.134
O  -13.13  -11.02  2.12  0.134
H  -5.63  -17.84  6.32  0.087
C  -16.25  -12.33  1.46  -0.094
C  -10.59  -14.13  8.61  -0.133
H  -15.75  -12.42  -0.56  0.129
O  -18.87  -10.29  7.86  0.086
H  -7.27  -22.43  9.94  0.095
O  -12.50  -13.22  9.49  0.056
O  -11.61  -15.10  8.56  0.084
O  -6.73  -20.76  8.93  0.009
H  -16.34  -13.42  1.48  0.130
C  -18.26  -11.46  8.24  -0.182
H  -11.46  -12.16  8.12  0.139
O  -5.57  -19.00  9.55  0.123
C  -20.06  -10.61  7.29  -0.599
O  -13.80  -15.16  9.37  0.071
O  -5.77  -19.59  7.32  -0.034
H  -16.47  -10.85  -0.17  0.135
H  -4.56  -19.00  5.74  0.089
H  -9.84  -14.27  9.38  0.132

The highest energy relative to the best compared isomer or geometry (same formula, charge and spin) belongs to which entry?
C12H18NS

What is the formula in the second record?
C12H18NS

Which of these has the lowest energy relative to the best compared isomer or geometry (same formula, charge and spin)?
C12H18NO

energy relative to the best compared isomer or geometry (same formula, charge and spin) of number 1 (C12H18NO)?
39.2 kcal per mole